This record from the Open Molecules 2025 dataset describes a molecular structure, C4H6I2 in a non-equilibrium geometry. The level of theory is the ωB97M-V functional and the def2-TZVPD basis.

**Frontier orbital gap**: 9.43 eV
**HOMO**: -9.065 eV

Each line ends with the Mulliken charge.
CARTESIAN COORDINATES (ANGSTROEM)
1 C 1.986 -0.505 -0.298  -0.74
2 C 0.992 0.295 -0.507  0.06
3 C -1.630 -0.150 -0.031  -1.00
4 C -0.556 0.434 0.763  -0.40
5 I 0.656 1.473 -2.174  0.10
6 I -0.025 -0.465 2.581  0.13
7 H 2.747 -0.801 -0.904  0.36
8 H 2.021 -0.990 0.657  0.05
9 H -1.587 -1.190 0.011  0.36
10 H -2.562 0.237 0.289  0.33
11 H -1.626 0.176 -1.092  0.28
12 H -0.417 1.485 0.705  0.46

=====

This record from the Open Molecules 2025 dataset describes a single C4H6I2 molecule in a non-equilibrium geometry. The level of theory is the ωB97M-V functional and the def2-TZVPD basis.

**Frontier orbital gap**: 9.13 eV
**HOMO**: -9.135 eV

Each line ends with the Mulliken charge.
CARTESIAN COORDINATES (ANGSTROEM)
1 C 0.349 -1.768 -0.654  -0.89
2 C 0.543 -0.772 0.301  0.24
3 C -0.124 1.535 -0.198  -1.07
4 C -0.433 0.280 0.680  -0.53
5 I 2.594 -0.477 0.807  0.07
6 I -2.486 -0.406 0.490  0.07
7 H 1.019 -2.374 -1.168  0.30
8 H -0.592 -1.999 -1.087  0.21
9 H -0.204 1.253 -1.186  0.37
10 H -0.930 2.210 0.091  0.32
11 H 0.799 2.001 0.224  0.37
12 H -0.535 0.518 1.699  0.52

=====

This record from the Open Molecules 2025 dataset describes a single C4H6I2 molecule in a non-equilibrium geometry. The level of theory is the ωB97M-V functional and the def2-TZVPD basis.

**Frontier orbital gap (alpha / beta)**: 6.23 / 5.52 eV
**HOMO (alpha / beta)**: -5.661 / -9.024 eV
**Spin multiplicity**: 3

Each line ends with the Löwdin spin population.
CARTESIAN COORDINATES (ANGSTROEM)
1 C -1.428 -0.706 0.887  0.52
2 C -0.179 0.006 0.451  0.05
3 C -0.009 0.611 -0.970  0.02
4 C 1.127 0.289 -1.628  0.01
5 I -1.702 1.696 -1.525  0.02
6 I -1.267 -2.057 2.678  1.33
7 H -1.683 -1.505 0.139  0.03
8 H -2.304 -0.202 1.061  0.01
9 H 0.042 0.955 1.048  0.00
10 H 0.658 -0.592 0.639  0.00
11 H 1.915 -0.353 -1.357  0.00
12 H 1.354 0.825 -2.497  0.00

=====

This record from the Open Molecules 2025 dataset describes a molecular structure, C4H6I2O2S in a non-equilibrium geometry. The level of theory is the ωB97M-V functional and the def2-TZVPD basis.

**Frontier orbital gap**: 8.02 eV
**HOMO**: -8.046 eV

Each line ends with the Mulliken charge.
CARTESIAN COORDINATES (ANGSTROEM)
1 C -0.593 0.870 0.341  -0.02
2 C 0.086 0.698 -0.947  -0.31
3 C -1.035 -0.485 1.025  -0.40
4 C 1.278 -1.139 -0.238  -0.55
5 O 0.214 1.560 1.330  -0.50
6 O -0.411 0.179 -2.089  -0.37
7 S 0.461 -1.412 1.329  -0.07
8 I -2.460 -1.599 -0.120  0.13
9 I 3.351 -0.688 -0.167  0.08
10 H -1.518 1.658 0.231  0.24
11 H 1.029 1.412 -1.159  0.29
12 H -1.315 -0.207 2.016  0.49
13 H 0.941 -1.815 -1.075  0.40
14 H 1.152 1.313 1.250  0.36
15 H -1.181 -0.347 -1.726  0.22

=====

This record from the Open Molecules 2025 dataset describes a gas-phase ion, C4H6IN2 (charge +1) in a non-equilibrium geometry. The level of theory is the ωB97M-V functional and the def2-TZVPD basis.

**Total charge**: +1
**Frontier orbital gap (alpha / beta)**: 7.22 / 8.06 eV
**HOMO (alpha / beta)**: -12.907 / -12.978 eV

Each line ends with the Mulliken charge.
CARTESIAN COORDINATES (ANGSTROEM)
1 C -0.362 -2.841 0.295  -0.40
2 C 0.436 -1.820 -0.031  0.02
3 C -1.692 -0.992 -0.145  -0.25
4 C 0.030 0.892 -0.198  -0.35
5 N -0.465 -0.581 -0.298  0.13
6 N -0.989 1.703 0.317  -0.51
7 I -3.430 -0.100 0.001  0.42
8 H -0.844 -3.825 0.492  0.39
9 H 1.474 -1.784 0.161  0.40
10 H 0.283 1.231 -1.157  0.34
11 H 0.860 0.772 0.427  0.29
12 H -1.109 2.550 -0.285  0.27
13 H -0.811 2.102 1.301  0.25

=====

This record from the Open Molecules 2025 dataset describes 2 unconnected molecules or ions with the total composition C4H6IN2OS in a non-equilibrium geometry. The level of theory is the ωB97M-V functional and the def2-TZVPD basis.

**Total charge**: +1
**Frontier orbital gap**: 7.03 eV
**HOMO**: -12.633 eV

Each line ends with the Mulliken charge.
CARTESIAN COORDINATES (ANGSTROEM)
1 C -2.152 0.755 0.329  -0.11
2 C -1.550 1.804 1.042  -0.45
3 C -0.019 0.397 0.384  -0.17
4 C 2.055 -1.413 -1.493  -0.75
5 N -0.186 1.563 0.960  -0.01
6 N -1.192 -0.095 0.089  0.00
7 O 1.093 -2.414 0.761  -0.38
8 S 1.877 -1.302 0.289  0.63
9 I -2.344 3.557 1.839  0.24
10 H -3.142 0.430 0.102  0.45
11 H 1.060 -1.233 -2.100  0.27
12 H 2.419 -2.419 -1.604  0.37
13 H 2.866 -0.739 -1.806  0.35
14 H 0.524 2.165 1.473  0.30
15 H -1.309 -1.055 -0.264  0.26

=====

This record from the Open Molecules 2025 dataset describes a single C4H6INO molecule in a non-equilibrium geometry. The level of theory is the ωB97M-V functional and the def2-TZVPD basis.

**Frontier orbital gap**: 9.71 eV
**HOMO**: -9.438 eV

Each line ends with the Mulliken charge.
CARTESIAN COORDINATES (ANGSTROEM)
1 C -0.150 0.943 0.689  0.14
2 C -1.631 1.093 -1.068  -0.71
3 C 1.286 -0.839 0.122  0.13
4 C 1.255 -1.869 0.919  -0.58
5 N -1.160 1.578 0.212  -0.48
6 O 0.333 0.007 -0.140  -0.31
7 I 3.201 -0.328 -0.811  -0.02
8 H 0.089 1.015 1.750  0.41
9 H -1.054 1.301 -1.995  0.25
10 H -1.933 0.021 -1.042  0.25
11 H 0.286 -1.970 1.312  0.29
12 H 2.098 -2.532 1.050  0.29
13 H -2.620 1.580 -0.997  0.34

=====

This record from the Open Molecules 2025 dataset describes a molecular structure, C4H6LiMgO2 in a non-equilibrium geometry. The level of theory is the ωB97M-V functional and the def2-TZVPD basis.

**Total charge**: -1
**Frontier orbital gap**: 4.28 eV
**HOMO**: -1.843 eV

Each line ends with the Mulliken charge.
CARTESIAN COORDINATES (ANGSTROEM)
1 O 1.837 -0.075 -0.890  -0.60
2 Mg 1.881 -1.387 0.523  0.03
3 C 0.739 0.632 -1.351  -0.36
4 C -0.296 0.953 -0.262  -0.65
5 H 1.051 1.601 -1.796  0.29
6 H 0.194 1.720 0.365  0.34
7 H -1.150 1.494 -0.703  0.31
8 H 0.215 0.093 -2.172  0.30
9 C -1.117 -0.834 0.104  -0.86
10 C -0.608 -0.097 1.177  0.42
11 O -0.614 0.268 2.391  -0.80
12 Li 0.568 -1.494 2.981  0.18
13 H -0.816 -1.335 -0.820  0.21
14 H -1.884 -1.539 0.453  0.19

=====

This record from the Open Molecules 2025 dataset describes a molecular structure, C4H6LiOSc in a non-equilibrium geometry. The level of theory is the ωB97M-V functional and the def2-TZVPD basis.

**Frontier orbital gap (alpha / beta)**: 5.20 / 4.62 eV
**HOMO (alpha / beta)**: -5.614 / -5.770 eV

Each line ends with the Mulliken charge.
CARTESIAN COORDINATES (ANGSTROEM)
1 C -1.103 -0.853 0.097  -0.33
2 C -1.989 -0.630 1.034  -0.51
3 H -3.066 -0.766 1.133  0.31
4 H -1.263 0.495 1.848  0.25
5 O 0.002 1.403 1.531  -0.76
6 C 0.800 0.290 1.956  -0.76
7 C 1.053 -0.510 0.684  -0.28
8 Li -1.115 1.543 0.053  0.69
9 Sc 1.894 2.439 0.156  0.05
10 H 0.164 -0.232 2.694  0.35
11 H 1.640 0.438 2.654  0.35
12 H 1.351 -0.736 -0.359  0.35
13 H 1.822 -1.236 1.021  0.30

=====

This record from the Open Molecules 2025 dataset describes a molecular structure, C4H6LuO2 in a non-equilibrium geometry. The level of theory is the ωB97M-V functional and the def2-TZVPD basis.

**Total charge**: +2
**Frontier orbital gap (alpha / beta)**: 3.74 / 3.70 eV
**HOMO (alpha / beta)**: -14.370 / -14.366 eV
**Spin multiplicity**: 2

Each line ends with the Löwdin spin population.
CARTESIAN COORDINATES (ANGSTROEM)
1 C 0.787 0.239 -0.597  0.63
2 C 0.440 0.353 0.808  0.09
3 H 1.250 0.281 1.544  0.02
4 O 0.937 1.867 -2.380  0.05
5 C 0.289 1.309 -1.322  0.13
6 H -0.794 1.371 -1.481  0.01
7 H 1.841 1.551 -2.483  0.01
8 H -0.391 1.307 0.498  0.02
9 H 0.378 -1.987 1.112  0.00
10 C -0.381 -1.184 1.053  0.02
11 O -1.451 -1.291 1.635  0.01
12 Lu -3.138 -2.879 2.390  0.00
13 H 0.233 -0.937 -0.776  0.00

=====

This record from the Open Molecules 2025 dataset describes a single C4H6N2 molecule. The level of theory is the ωB97M-V functional and the def2-TZVPD basis.

**Frontier orbital gap**: 10.13 eV
**HOMO**: -9.178 eV

Each line ends with the Mulliken charge.
CARTESIAN COORDINATES (ANGSTROEM)
1 C -1.453 -0.166 -0.197  -0.90
2 N -0.304 -0.006 0.720  -0.09
3 C 0.663 -0.928 0.293  -0.34
4 C 1.681 -0.225 -0.241  -0.23
5 N 1.481 1.147 -0.044  -0.52
6 C 0.320 1.225 0.519  0.01
7 H -1.039 -0.092 -1.216  0.35
8 H -1.902 -1.156 -0.075  0.28
9 H -2.200 0.614 -0.057  0.31
10 H 0.407 -1.979 0.304  0.37
11 H 2.512 -0.584 -0.831  0.38
12 H -0.164 2.149 0.824  0.38

=====

This record from the Open Molecules 2025 dataset describes a single C4H6N2 molecule in a non-equilibrium geometry. The level of theory is the ωB97M-V functional and the def2-TZVPD basis.

**Frontier orbital gap**: 9.15 eV
**HOMO**: -8.748 eV

Each line ends with the Mulliken charge.
CARTESIAN COORDINATES (ANGSTROEM)
1 N -2.957 -0.539 -1.012  -0.38
2 C -2.029 0.023 -0.611  0.21
3 C -0.830 0.683 -0.087  -0.19
4 C 0.132 -0.366 0.460  -0.93
5 C 2.176 -0.321 -0.474  -0.41
6 N 1.510 0.102 0.596  -0.13
7 H -0.354 1.252 -0.897  0.26
8 H -1.114 1.393 0.693  0.27
9 H -0.187 -0.812 1.397  0.42
10 H 1.472 -0.110 -1.314  0.21
11 H 0.228 -1.213 -0.234  0.41
12 H 1.936 -0.089 1.500  0.25

=====

This record from the Open Molecules 2025 dataset describes a molecular structure, C4H6N2 in a non-equilibrium geometry. The level of theory is the ωB97M-V functional and the def2-TZVPD basis.

**Frontier orbital gap**: 8.31 eV
**HOMO**: -8.117 eV

Each line ends with the Mulliken charge.
CARTESIAN COORDINATES (ANGSTROEM)
1 N 0.735 -1.304 -0.906  -0.31
2 C 0.272 -0.056 -0.946  -0.23
3 C 0.577 1.059 0.744  -0.38
4 C -0.457 0.442 1.375  -0.64
5 C -1.116 0.062 -1.302  0.43
6 N -2.187 0.241 -1.720  -0.45
7 H 0.158 -2.137 -0.870  0.22
8 H 1.732 -1.454 -0.846  0.24
9 H 0.461 2.049 0.317  0.23
10 H 1.604 0.746 0.908  0.30
11 H -0.317 -0.495 1.906  0.25
12 H -1.462 0.847 1.340  0.32

=====

This record from the Open Molecules 2025 dataset describes a single C4H6N2 molecule in a non-equilibrium geometry. The level of theory is the ωB97M-V functional and the def2-TZVPD basis.

**Frontier orbital gap**: 9.88 eV
**HOMO**: -9.053 eV

Each line ends with the Mulliken charge.
CARTESIAN COORDINATES (ANGSTROEM)
1 C 0.980 0.007 0.018  0.37
2 C -0.027 -0.921 0.198  -0.05
3 C -1.325 -0.299 0.121  -0.47
4 C -2.422 0.119 -0.158  -0.15
5 H -0.414 1.519 -0.249  0.21
6 H 1.388 1.845 0.374  0.28
7 H 2.393 -1.239 -0.175  0.22
8 H -0.172 -1.196 1.250  0.20
9 H -0.013 -1.830 -0.504  0.28
10 H -3.214 0.840 -0.791  0.29
11 N 0.534 1.282 0.210  -0.44
12 N 2.293 -0.127 -0.292  -0.74

=====

This record from the Open Molecules 2025 dataset describes a single C4H6N2 molecule in a non-equilibrium geometry. The level of theory is the ωB97M-V functional and the def2-TZVPD basis.

**Frontier orbital gap**: 10.24 eV
**HOMO**: -9.148 eV

Each line ends with the Mulliken charge.
CARTESIAN COORDINATES (ANGSTROEM)
1 C -1.009 -0.846 -0.025  -0.51
2 C -0.611 1.390 -0.117  0.12
3 C 1.319 0.049 0.432  -0.35
4 C 0.348 -0.547 -0.552  0.05
5 H -1.043 -1.445 0.966  0.20
6 H -1.665 -1.529 -0.675  0.27
7 H -0.701 2.511 -0.089  0.35
8 H 0.847 0.243 1.451  0.20
9 H 2.375 -0.202 0.409  0.27
10 H 0.941 -1.038 -1.354  0.36
11 N -1.509 0.531 0.086  -0.48
12 N 0.709 0.883 -0.532  -0.47

=====

This record from the Open Molecules 2025 dataset describes a single C4H6N2 molecule in a non-equilibrium geometry. The level of theory is the ωB97M-V functional and the def2-TZVPD basis.

**Frontier orbital gap**: 8.79 eV
**HOMO**: -8.032 eV

Each line ends with the Mulliken charge.
CARTESIAN COORDINATES (ANGSTROEM)
1 N -0.777 1.548 -0.247  -0.72
2 C -0.479 -0.878 -0.238  -0.35
3 C -0.094 0.447 -0.864  -0.07
4 C 1.083 0.087 -0.016  -0.08
5 N 0.847 0.263 1.351  -0.77
6 C 0.139 -0.874 1.027  -0.09
7 H -1.778 1.380 -0.383  0.24
8 H -0.988 -1.723 -0.696  0.37
9 H 0.083 0.434 -1.947  0.36
10 H 2.047 -0.301 -0.340  0.34
11 H -0.411 1.385 0.773  0.39
12 H 0.247 -1.775 1.623  0.37

=====

This record from the Open Molecules 2025 dataset describes a single C4H6N2 molecule. The level of theory is the ωB97M-V functional and the def2-TZVPD basis.

**Frontier orbital gap**: 10.98 eV
**HOMO**: -10.008 eV

Each line ends with the Mulliken charge.
CARTESIAN COORDINATES (ANGSTROEM)
1 N -1.537 -0.808 -1.531  -0.54
2 C -0.845 -0.140 -0.730  0.29
3 C -0.710 0.950 0.264  -0.34
4 C 0.351 0.416 1.196  -0.03
5 C -0.051 -1.161 -1.359  -0.39
6 N 1.533 0.869 1.150  -0.60
7 H -0.312 1.830 -0.253  0.22
8 H -1.652 1.206 0.760  0.29
9 H 0.052 -0.463 1.786  0.40
10 H 0.634 -0.885 -2.157  0.21
11 H 0.186 -2.087 -0.832  0.22
12 H 2.143 0.317 1.754  0.26

=====

This record from the Open Molecules 2025 dataset describes a single C4H6N2 molecule in a non-equilibrium geometry. The level of theory is the ωB97M-V functional and the def2-TZVPD basis.

**Frontier orbital gap**: 11.07 eV
**HOMO**: -10.208 eV

Each line ends with the Mulliken charge.
CARTESIAN COORDINATES (ANGSTROEM)
1 N 1.002 2.681 -0.900  -0.42
2 C 0.925 1.721 -0.274  0.32
3 C 0.918 0.544 0.535  -0.65
4 C -0.405 -0.141 0.433  0.07
5 C -0.766 -0.782 -0.836  -0.42
6 N -0.350 -1.575 0.320  -0.61
7 H 1.755 -0.069 0.201  0.27
8 H 1.136 0.851 1.552  0.29
9 H -1.213 0.289 1.011  0.39
10 H 0.001 -0.705 -1.662  0.22
11 H -1.819 -0.801 -1.116  0.29
12 H -1.170 -1.979 0.759  0.25

=====

The total energy results, record by record, are as follows: -20443.8491, -20445.1236, -20441.1479, -35373.5339, -15312.9246, -28199.1389, -15880.8635, -13986.4809, -27186.4680, -41933.5542, -7224.3641, -7221.8910, -7221.7613, -7221.3320, -7222.9609, -7220.7789, -7222.8239, -7223.9293 eV.